No. 1
Below is a cluster of 6 separate species, C22H48NO15 in total, with properties calculated with ωB97M-V/def2-TZVPD.

Positions of all 86 atoms, in Å:
C 4.7059 0.3135 1.2463
C 4.4491 0.4065 -0.2726
C 4.4450 1.8361 -0.8324
C 3.0736 2.5403 -0.8365
C 2.5625 3.0354 0.5356
C 1.5930 2.1032 1.2865
C 0.3216 1.7189 0.5360
N 0.5349 0.5190 -0.3766
H 4.3813 -0.6551 1.6366
H 5.7758 0.3871 1.4530
H 4.2193 1.1123 1.8087
H 3.5426 -0.1474 -0.5504
H 5.2838 -0.1252 -0.7405
H 4.7767 1.8034 -1.8744
H 5.1432 2.4748 -0.2814
H 3.1997 3.4294 -1.4644
H 2.3475 1.9158 -1.3683
H 2.0581 3.9974 0.4163
H 3.4377 3.1589 1.1792
H 1.2615 2.6379 2.1840
H 2.0864 1.1982 1.6604
H -0.1158 2.5367 -0.0376
H -0.4296 1.4003 1.2626
H 1.4237 0.0690 -0.1567
H 0.5554 0.8259 -1.3492
H -0.2546 -0.1305 -0.2904
C 4.8582 6.2500 -2.6188
O 6.1189 6.1540 -3.2781
C 6.3722 4.9644 -3.8231
O 5.6399 4.0064 -3.7962
O 7.5659 5.0186 -4.4002
C 7.9768 3.8057 -5.0393
H 4.7944 7.2628 -2.2322
H 4.0428 6.0740 -3.3188
H 4.8027 5.5405 -1.7932
H 7.2846 3.5388 -5.8353
H 8.0451 2.9957 -4.3156
H 8.9579 4.0037 -5.4594
C -3.8095 6.0962 -2.4186
O -2.8316 6.6862 -1.5525
C -2.2897 5.8579 -0.6766
O -2.5337 4.6847 -0.5368
O -1.4102 6.5272 0.0677
C -0.8316 5.6763 1.0440
H -4.1552 6.8931 -3.0689
H -3.3626 5.3038 -3.0155
H -4.6451 5.7065 -1.8411
H -0.3549 4.8352 0.5394
H -1.5903 5.3080 1.7337
H -0.0920 6.2521 1.5926
C -3.7372 -2.2940 2.9326
O -4.3545 -1.1132 2.3945
C -3.5861 -0.3708 1.6231
O -2.4216 -0.5946 1.3532
O -4.2824 0.6787 1.2060
C -3.5913 1.5529 0.3056
H -4.4945 -2.7866 3.5327
H -3.4199 -2.9622 2.1358
H -2.8910 -2.0329 3.5646
H -3.3411 1.0327 -0.6173
H -2.6913 1.9512 0.7712
H -4.2631 2.3754 0.0859
C -4.6200 -7.1755 3.1399
O -3.5437 -7.6537 3.9524
C -2.6695 -6.7218 4.3156
O -2.7133 -5.5550 4.0131
O -1.7343 -7.2978 5.0674
C -0.7194 -6.4107 5.5393
H -5.2484 -8.0324 2.9168
H -5.2088 -6.4330 3.6757
H -4.2443 -6.7570 2.2073
H -1.1512 -5.6316 6.1652
H -0.1817 -5.9642 4.7044
H -0.0387 -7.0167 6.1295
C -5.1334 -5.7868 -3.2394
O -4.7069 -6.0766 -1.9044
C -3.6806 -6.9241 -1.8326
O -3.1128 -7.4274 -2.7640
O -3.3912 -7.1173 -0.5438
C -2.3034 -8.0184 -0.3180
H -5.9649 -5.0941 -3.1477
H -4.3291 -5.3224 -3.8068
H -5.4659 -6.6932 -3.7408
H -1.3866 -7.6382 -0.7645
H -2.5308 -9.0049 -0.7168
H -2.1797 -8.0879 0.7597

Properties
energy above the lowest of the compared OMol25 structures with the same formula, charge and spin: 0.000 eV
net charge: +1
lowest unoccupied orbital energy: -2.82 eV
E_HOMO: -12.499 eV

=====

No. 2
Below is the molecule C15H20O5 at a distorted geometry, with properties calculated with ωB97M-V/def2-TZVPD.

Positions of all 40 atoms, in Å:
O -3.8770 0.9249 -0.4604
O 1.2673 0.1718 4.2222
O -4.4299 -0.4342 1.2044
O -0.3892 1.2874 3.2353
O 0.9999 -1.9590 2.0383
C -3.5065 0.1168 0.3895
C 0.5143 0.3089 3.2855
C 2.5917 0.9553 -2.3006
C -0.0577 -0.7691 -3.0279
C 2.2552 -1.2955 2.1544
C -0.9804 1.6373 1.9912
C -1.5152 -1.2685 -0.4615
C 1.4072 0.9180 -0.0636
C -2.0552 -0.4004 0.6136
C 0.8645 -0.5672 2.0094
C 1.3635 0.7214 -1.5363
C 0.7999 -0.6687 -1.7742
C -0.9630 0.7381 0.7947
C 0.1035 -1.1227 -0.4446
C 0.3628 0.0535 0.6421
H -5.2518 -0.0117 0.7628
H 2.8951 2.0543 -2.3151
H 3.4031 0.3924 -1.8786
H 2.3061 0.6156 -3.3305
H 0.4191 -0.8945 -3.9537
H -0.6731 -1.6337 -2.8880
H -0.7814 0.0275 -3.1943
H 2.7321 -1.3362 3.1361
H 2.9076 -1.0955 1.2618
H -0.4855 2.6399 1.7323
H -1.9886 1.9214 2.1410
H -1.8841 -1.1434 -1.4520
H -1.7781 -2.2266 -0.1500
H 1.2382 2.0665 0.1359
H 2.4542 0.8045 0.3451
H -2.1001 -0.9460 1.5559
H 0.7063 1.4103 -2.0245
H 1.6350 -1.3183 -2.0203
H -1.1008 1.4277 -0.0643
H 0.5908 -2.1026 -0.3110

Properties
energy above the lowest of the compared OMol25 structures with the same formula, charge and spin: 1.894 eV
lowest unoccupied orbital energy: 0.61 eV
E_HOMO: -9.796 eV
SMILES string: C[C@H]1[C@H](C)C[C@]23[C@H](COC(=O)[C@]24CO4)[C@@H](C(=O)O)C[C@@H]13

=====

No. 3
Below is the molecule C12H20N2 at a distorted geometry, with properties calculated with ωB97M-V/def2-TZVPD.

Positions of all 34 atoms, in Å:
C -5.1840 2.7764 0.4277
C -4.6478 1.7013 -0.0914
C -4.0853 0.6579 -0.5991
C -2.6925 0.2072 -0.3069
C -1.3826 -1.6816 0.5297
C -0.4423 -1.8716 -0.7054
C 0.8095 -2.7175 -0.4096
C 1.7927 -1.9689 0.4975
C 2.9619 0.1423 0.7879
C 3.2227 1.4603 0.1112
C 4.3929 1.9311 -0.2134
C 5.5981 2.3811 -0.3999
H -5.0638 3.7649 0.0076
H -5.8721 2.6819 1.3020
H -4.6330 0.0666 -1.3421
H -2.1317 0.1042 -1.2633
H -2.1642 0.9288 0.3450
H -3.3364 -1.2694 1.0038
H -1.5115 -2.6714 1.0011
H -0.9128 -1.0401 1.3232
H -1.0537 -2.3947 -1.4363
H -0.1241 -0.8865 -1.1366
H 0.4557 -3.6662 0.0543
H 1.2689 -2.9896 -1.3924
H 1.4131 -1.8780 1.5493
H 2.7142 -2.5472 0.6247
H 2.4400 -0.7187 -0.9952
H 3.9074 -0.3505 1.0403
H 2.3800 0.2956 1.7292
H 2.3369 2.0700 -0.1180
H 6.2051 2.1506 -1.2749
H 6.1102 3.0184 0.3132
N -2.7098 -1.1913 0.1902
N 2.0688 -0.6339 -0.0622

Properties
energy above the lowest of the compared OMol25 structures with the same formula, charge and spin: 4.603 eV
lowest unoccupied orbital energy: 0.96 eV
E_HOMO: -8.813 eV
SMILES string: C=C=CCNCCCCNCC=C=C

=====

No. 4
Below is the ion C3H4NO with charge +1 at a distorted geometry, with properties calculated with ωB97M-V/def2-TZVPD.

Positions of all 9 atoms, in Å:
C -0.0534 -0.2703 -1.2673
C -1.2323 -0.8755 -1.3377
C -0.2110 0.0483 1.1047
N 0.5987 0.2140 -0.1992
O -1.2737 -0.4750 1.0139
H 0.2024 -0.1756 -2.3943
H 0.5436 -0.2244 1.8302
H -0.2205 1.1525 1.3708
H 1.6461 0.6060 -0.1212

Properties
energy above the lowest of the compared OMol25 structures with the same formula, charge and spin: 7.307 eV
net charge: +1
lowest unoccupied orbital energy (alpha / beta): -9.04 / -9.04 eV
E_HOMO (alpha / beta): -15.936 / -15.906 eV

=====

No. 5
Below is a cluster of 2 separate species, C9H13NO2 in total at a distorted geometry, with properties calculated with ωB97M-V/def2-TZVPD.

Positions of all 25 atoms, in Å:
C -2.0547 -1.0249 -1.0996
C 0.3789 -0.9955 -0.5556
C -0.9114 -1.4119 -0.2147
C 1.4787 -1.3203 0.2180
C -1.0736 -2.1188 0.9579
C 1.2732 -2.0522 1.3804
C 0.0132 -2.4764 1.7601
O 2.3870 -2.2590 2.1714
H 0.4956 -0.3600 -1.4283
H 2.4736 -0.9366 0.0146
H -2.7569 -1.8449 -1.2848
H -1.7087 -0.7514 -2.1034
H -2.0459 -2.5012 1.2565
H -0.1297 -3.1116 2.6206
H 2.2628 -3.0322 2.7413
H -2.6718 -0.1984 -0.7595
C -0.4783 2.7841 -1.3996
C 0.8833 2.7826 -0.7512
O 1.8408 2.3247 -1.3443
N 0.9575 3.3565 0.4770
H -1.2189 2.1822 -0.8671
H -0.4460 2.4845 -2.4325
H 1.8173 3.2791 0.9964
H 0.1304 3.4043 1.0480
H -0.8965 3.7974 -1.4015

Properties
energy above the lowest of the compared OMol25 structures with the same formula, charge and spin: 0.179 eV
lowest unoccupied orbital energy: 0.76 eV
E_HOMO: -8.444 eV
SMILES string: Cc1ccc(O)cc1.CC(N)=O

=====

No. 6
Below is a cluster of 2 separate species, C4H7NO2 in total at a distorted geometry, with properties calculated with ωB97M-V/def2-TZVPD.

Positions of all 14 atoms, in Å:
C -1.4951 -1.3299 0.5921
C -0.4144 -0.5058 -0.1337
C -0.7223 0.9004 -0.1172
O -1.2340 1.4659 0.8326
C 1.3005 0.5703 0.2902
O 1.6020 1.1219 1.3019
N 2.0153 0.5422 -0.8675
H -1.4017 -1.3032 1.6746
H -2.4733 -0.8559 0.3844
H -1.5823 -2.3736 0.2607
H 0.0002 -0.9748 -1.0281
H -0.4047 1.4075 -1.0427
H 1.5489 0.5109 -1.7607
H 2.9482 0.9379 -0.8620

Properties
energy above the lowest of the compared OMol25 structures with the same formula, charge and spin: 3.220 eV
lowest unoccupied orbital energy: 0.51 eV
E_HOMO: -9.077 eV